# C36H34AsN4O9Rb

C36H34AsN4O9Rb as an isolated structure in a non-equilibrium geometry (ωB97M-V/def2-TZVPD, OMol25).

ORCA input file:
```
! RIJCOSX wB97M-V def2-TZVPD def2/J DEFGRID3
* xyz -2 1
Rb 0.568 -1.510 0.991
O 4.209 -2.288 2.687
C 4.657 -3.327 1.856
C 4.768 -2.917 0.400
N 3.466 -2.812 -0.239
C 3.040 -4.091 -0.795
C 1.519 -4.337 -0.835
O 1.124 -5.522 -0.869
O 0.799 -3.317 -0.826
C 3.450 -1.743 -1.237
C 2.671 0.138 -0.007
O 2.723 -0.318 1.496
O 1.568 0.152 -0.618
H 3.727 -1.609 2.163
H 3.993 -4.201 1.953
H 5.649 -3.631 2.218
H 5.427 -3.619 -0.146
H 5.245 -1.935 0.372
H 3.490 -4.898 -0.212
H 3.421 -4.220 -1.828
H 2.469 -1.737 -1.713
H 4.234 -1.922 -1.998
O 3.762 -0.501 -0.667
C 3.162 1.006 1.066
C 2.463 2.205 1.625
C 3.184 3.373 1.584
C 2.656 4.588 2.032
C 1.368 4.638 2.577
C 0.636 3.493 2.658
C 1.103 2.212 2.172
O 0.366 1.208 2.240
N 3.431 5.779 1.934
O 2.946 6.843 2.336
O 4.567 5.719 1.457
H 4.247 1.104 1.109
H 4.193 3.363 1.191
H 0.975 5.586 2.917
H -0.372 3.501 3.057
N -1.817 -4.898 -0.950
C -2.214 -4.101 0.093
C -1.607 -4.204 1.351
C -2.079 -3.434 2.393
N -3.089 -2.561 2.313
C -3.642 -2.447 1.104
C -3.254 -3.169 -0.011
H -0.825 -5.182 -0.910
H -2.051 -4.510 -1.854
H -0.761 -4.864 1.496
H -1.590 -3.503 3.361
H -4.445 -1.721 1.009
H -3.749 -2.995 -0.960
C -5.949 0.931 1.175
C -4.870 1.080 2.037
C -3.576 1.046 1.540
C -3.344 0.878 0.175
C -4.428 0.731 -0.681
C -5.726 0.756 -0.181
As -1.449 0.714 -0.290
C -1.047 2.623 -0.535
C -1.959 3.636 -0.274
C -1.576 4.968 -0.409
C -0.289 5.288 -0.809
C 0.617 4.274 -1.085
C 0.245 2.946 -0.947
C -1.607 0.208 -2.187
C -2.114 1.032 -3.186
C -2.181 0.587 -4.499
C -1.731 -0.685 -4.826
C -1.200 -1.503 -3.841
C -1.134 -1.057 -2.526
H -6.961 0.942 1.565
H -5.027 1.196 3.102
H -2.732 1.132 2.218
H -4.267 0.581 -1.742
H -6.563 0.633 -0.859
H -2.968 3.406 0.045
H -2.290 5.754 -0.190
H 0.021 6.324 -0.884
H 1.634 4.510 -1.370
H 0.953 2.147 -1.134
H -2.444 2.036 -2.937
H -2.572 1.242 -5.270
H -1.776 -1.030 -5.853
H -0.809 -2.483 -4.083
H -0.659 -1.702 -1.793
*
```

ΔE to the lowest compared entry with this formula, charge and spin ... 46.3 kcal per mole
HOMO-LUMO gap ... 5.90 eV
Highest occupied orbital energy ... -2.06 eV
Molecular weight ... 827.08 g mol⁻¹

=====

# C36H34B2ClF4N7O6P2Se2Ti

C36H34B2ClF4N7O6P2Se2Ti as an isolated structure (ωB97M-V/def2-TZVPD, OMol25).

ORCA input file:
```
! RIJCOSX wB97M-V def2-TZVPD def2/J DEFGRID3
* xyz 0 1
Ti -1.353 -0.960 -2.407
C -3.115 2.825 -3.438
C -2.301 1.604 -3.203
N -2.591 0.701 -2.333
O -3.553 0.888 -1.424
B -3.999 -0.345 -0.639
F -4.869 0.115 0.293
F -4.528 -1.265 -1.529
O -2.888 -1.054 0.167
N -1.903 -1.629 -0.544
C -1.375 -2.741 -0.164
C -1.853 -3.462 1.044
C -0.279 -3.267 -1.055
N -0.159 -2.586 -2.128
O 0.859 -2.660 -2.997
B 0.715 -1.856 -4.332
F 1.851 -2.121 -5.006
F -0.483 -2.257 -4.895
O 0.641 -0.295 -4.261
N -0.538 0.179 -3.808
C -1.044 1.340 -4.000
C -0.446 2.377 -4.874
C 0.515 -4.475 -0.722
H -3.987 2.811 -2.791
H -3.433 2.846 -4.483
H -2.536 3.720 -3.225
H -1.755 -2.819 1.920
H -1.302 -4.383 1.207
H -2.917 -3.678 0.925
H 0.507 2.031 -5.264
H -0.303 3.294 -4.301
H -1.123 2.595 -5.703
H 0.916 -4.413 0.291
H 1.336 -4.578 -1.427
H -0.126 -5.357 -0.787
Se 1.246 0.500 3.924
P 2.106 -0.184 2.136
C 3.736 0.515 1.760
C 4.156 0.720 0.449
C 5.442 1.179 0.199
C 6.308 1.426 1.254
C 5.887 1.225 2.562
C 4.601 0.777 2.817
C 2.405 -1.988 2.138
C 1.812 -2.771 3.120
C 2.108 -4.127 3.209
C 3.003 -4.701 2.319
C 3.589 -3.924 1.326
C 3.291 -2.574 1.233
C 1.123 0.115 0.645
C 0.207 1.100 0.231
N -0.185 0.727 -0.993
N 0.461 -0.367 -1.311
N 1.237 -0.789 -0.341
P -0.424 2.717 0.783
Se -0.470 4.067 -0.843
C -2.012 2.421 1.584
C -2.191 1.296 2.386
C -3.374 1.133 3.086
C -4.379 2.085 2.984
C -4.207 3.196 2.171
C -3.026 3.366 1.467
C 0.701 3.295 2.067
C 2.028 3.538 1.720
C 2.907 4.046 2.661
C 2.458 4.330 3.944
C 1.132 4.110 4.284
C 0.250 3.591 3.348
H 3.487 0.521 -0.379
H 5.765 1.341 -0.821
H 7.311 1.782 1.057
H 6.560 1.425 3.386
H 4.256 0.638 3.835
H 1.149 -2.303 3.837
H 1.654 -4.725 3.988
H 3.247 -5.752 2.398
H 4.286 -4.368 0.628
H 3.761 -1.977 0.463
H -1.401 0.558 2.479
H -3.513 0.257 3.707
H -5.306 1.950 3.525
H -4.999 3.928 2.077
H -2.882 4.226 0.825
H 2.365 3.350 0.706
H 3.939 4.226 2.390
H 3.145 4.729 4.680
H 0.782 4.337 5.283
H -0.781 3.408 3.619
Cl -3.845 -4.580 -3.590
C -4.320 -3.112 -4.464
C -3.424 -1.914 -4.238
O -3.511 -0.933 -4.925
O -2.575 -2.023 -3.218
H -5.321 -2.833 -4.143
H -4.334 -3.329 -5.528
*
```

ΔE to the lowest compared entry with this formula, charge and spin ... 35.1 kcal per mole
HOMO-LUMO gap ... 5.91 eV
Highest occupied orbital energy ... -7.98 eV
Molecular weight ... 1061.51 g mol⁻¹

=====

# C36H34Br30ClNO3

C36H34Br30ClNO3 as an isolated structure in a non-equilibrium geometry (ωB97M-V/def2-TZVPD, OMol25).

ORCA input file:
```
! RIJCOSX wB97M-V def2-TZVPD def2/J DEFGRID3
* xyz 0 1
C 2.621 -6.697 -0.921
C 1.493 -5.690 -1.387
C 0.298 -6.218 -2.081
C -0.772 -5.292 -2.476
C -0.598 -3.864 -2.174
C -1.793 -2.905 -2.573
C -2.930 -3.054 -1.503
C -4.240 -2.999 -1.928
N -4.643 -2.841 -3.330
C -4.878 -1.635 -3.531
O -4.957 -0.543 -3.934
C -5.381 -3.105 -0.834
O -6.439 -3.658 -1.048
C -5.035 -2.403 0.534
C -6.145 -1.687 1.392
C -6.987 -2.731 2.285
C -6.322 -4.163 2.361
Cl -7.243 -2.027 3.966
C -3.736 -2.444 0.952
C -3.143 -1.839 2.262
C -1.764 -1.152 1.858
C -1.899 0.115 1.095
C -0.727 0.905 0.669
C 0.605 0.351 1.053
C 0.748 -0.933 1.789
C 2.228 -1.389 2.068
C -0.442 -1.702 2.196
C -2.723 -3.221 0.028
O -1.890 -3.912 0.569
C 0.582 -3.284 -1.513
C 1.658 -4.235 -1.117
H 3.437 -6.093 -0.443
H 2.157 -7.308 -0.085
H 2.967 -7.391 -1.740
H 0.149 -7.308 -2.322
H -1.709 -5.634 -2.997
H -1.469 -1.822 -2.564
H -2.184 -3.160 -3.603
H -5.725 -0.944 2.118
H -6.862 -1.106 0.736
H -8.018 -2.862 1.842
H -6.845 -4.713 3.204
H -6.542 -4.732 1.418
H -5.233 -4.129 2.631
H -3.758 -1.033 2.733
H -2.887 -2.694 2.943
H -2.910 0.512 0.816
H -0.814 1.868 0.112
H 1.533 0.916 0.778
H 2.805 -1.131 1.127
H 2.330 -2.487 2.266
H 2.723 -0.817 2.898
H -0.330 -2.669 2.749
H 0.702 -2.187 -1.300
H 2.592 -3.932 -0.589
C -7.267 -4.283 -6.021
Br -6.045 -3.174 -7.036
Br -7.148 -6.144 -6.538
Br -7.029 -4.049 -4.117
H -8.272 -3.950 -6.261
C 2.524 4.320 1.808
Br 2.158 6.062 1.046
Br 1.002 3.135 1.666
Br 4.122 3.529 1.057
H 2.711 4.471 2.868
C -1.207 1.567 -3.427
Br -1.581 3.313 -4.170
Br -2.717 0.368 -3.615
Br 0.415 0.803 -4.161
H -1.038 1.704 -2.362
C 3.089 -10.871 -2.819
Br 2.245 -12.045 -4.106
Br 4.938 -10.522 -3.268
Br 2.090 -9.231 -2.574
H 3.086 -11.391 -1.866
C 3.364 8.218 -1.955
Br 2.018 9.425 -2.643
Br 3.685 6.735 -3.158
Br 5.002 9.144 -1.509
H 2.974 7.800 -1.030
C 7.325 2.362 3.908
Br 6.958 4.102 3.145
Br 5.800 1.179 3.766
Br 8.921 1.571 3.155
H 7.513 2.512 4.966
C -1.440 4.174 5.191
Br -1.665 3.033 3.646
Br 0.368 4.099 5.878
Br -1.995 5.992 4.830
H -2.092 3.791 5.969
C 2.096 6.141 9.591
Br 0.494 6.903 8.819
Br 1.736 5.267 11.279
Br 3.001 4.962 8.351
H 2.773 6.965 9.797
C 7.740 6.892 -3.573
Br 8.661 8.593 -3.607
Br 8.444 5.665 -4.893
Br 7.733 6.115 -1.801
H 6.704 7.086 -3.838
C 5.156 12.511 -3.481
Br 4.939 11.369 -5.029
Br 6.959 12.436 -2.777
Br 4.605 14.329 -3.847
H 4.497 12.127 -2.708
*
```

HOMO-LUMO gap ... 7.52 eV
Highest occupied orbital energy ... -8.54 eV
Molecular weight ... 2961.24 g mol⁻¹

=====

# C36H34ClN5O6S2SbSr

C36H34ClN5O6S2SbSr as an isolated structure in a non-equilibrium geometry (ωB97M-V/def2-TZVPD, OMol25).

ORCA input file:
```
! RIJCOSX wB97M-V def2-TZVPD def2/J DEFGRID3
* xyz -1 1
Sr -1.507 0.348 1.997
O -1.630 4.286 3.774
C -1.872 2.863 3.630
O -1.102 2.311 2.719
C -3.377 2.750 3.304
C -4.292 3.660 3.837
C -5.617 3.571 3.464
C -5.984 2.600 2.540
C -5.009 1.731 2.071
N -3.741 1.779 2.474
C -5.382 0.657 1.084
O -6.186 1.073 0.081
O -5.071 -0.491 1.188
H -0.823 4.427 3.268
H -3.933 4.425 4.509
H -6.356 4.243 3.882
H -7.015 2.501 2.222
H -6.230 2.034 0.055
C 0.325 -3.019 -0.496
C -0.781 -2.164 0.059
N -1.012 -0.924 -0.203
N -0.337 -0.127 -1.044
C -1.017 1.019 -1.420
N -0.466 1.704 -2.425
S -2.474 1.521 -0.759
C -1.767 -2.774 0.963
C -2.035 -4.148 0.952
C -2.950 -4.667 1.848
C -3.577 -3.815 2.745
C -3.276 -2.466 2.668
N -2.417 -1.959 1.800
H 1.262 -2.476 -0.439
H 0.158 -3.242 -1.550
H 0.414 -3.951 0.063
H 0.442 1.357 -2.736
H -0.870 2.573 -2.712
H -1.551 -4.795 0.235
H -3.176 -5.726 1.858
H -4.282 -4.178 3.480
H -3.730 -1.755 3.348
S 1.291 -0.358 -1.654
Sb 4.740 0.353 -3.676
C 3.268 1.798 -4.349
C 2.770 2.858 -3.602
C 1.803 3.707 -4.128
C 1.309 3.496 -5.406
C 1.830 2.468 -6.179
C 2.816 1.643 -5.659
C 4.795 0.376 -1.507
C 3.986 1.116 -0.655
C 4.130 1.008 0.723
C 5.094 0.170 1.260
C 5.909 -0.572 0.417
C 5.758 -0.467 -0.958
C 3.467 -1.396 -3.828
C 2.210 -1.383 -4.422
C 1.414 -2.520 -4.417
C 1.853 -3.672 -3.787
C 3.107 -3.698 -3.194
C 3.914 -2.570 -3.232
H 3.135 3.035 -2.599
H 1.430 4.529 -3.530
H 0.529 4.134 -5.802
H 1.468 2.307 -7.187
H 3.240 0.863 -6.284
H 3.212 1.758 -1.044
H 3.463 1.560 1.373
H 5.208 0.093 2.334
H 6.655 -1.241 0.827
H 6.400 -1.055 -1.608
H 1.828 -0.483 -4.877
H 0.431 -2.484 -4.870
H 1.214 -4.546 -3.747
H 3.452 -4.588 -2.682
H 4.895 -2.608 -2.770
C 0.665 -2.324 4.163
C -0.083 -1.188 3.472
O -1.161 -0.781 3.974
O 0.407 -0.742 2.408
H 0.291 -2.481 5.172
H 1.727 -2.087 4.178
H 0.522 -3.234 3.576
Cl -0.039 2.140 5.535
C -1.739 2.240 5.058
H -2.253 2.853 5.796
H -2.121 1.219 5.049
*
```

HOMO-LUMO gap ... 6.10 eV
Highest occupied orbital energy ... -3.82 eV
Molecular weight ... 941.66 g mol⁻¹